This record from the Open Molecules 2025 dataset describes an isolated ion of composition O5S2 and charge -2 in a non-equilibrium geometry. The level of theory is wB97M-V/def2-TZVPD.

The geometry in XYZ format:
```
7
O5S2 (wB97M-V/def2-TZVPD)
O -1.31786 2.07701 0.90900
O 1.34555 -1.27151 0.71377
O 0.57793 0.87350 -0.33989
O 0.52737 -1.47566 -1.66300
O -1.70717 -0.25002 0.21122
S -0.71375 0.69476 0.84307
S 1.28792 -0.64809 -0.67417
```

Calculated values
Kohn-Sham gap	5.89	eV
total charge	-2

Löwdin atomic charge list, values in e, 5 entries: -0.62, -0.64, -0.69, -0.59, -0.57

***

This record from the Open Molecules 2025 dataset describes a 2-piece molecular cluster, O5S2 overall in a non-equilibrium geometry. The level of theory is wB97M-V/def2-TZVPD.

The geometry in XYZ format:
```
7
O5S2 (wB97M-V/def2-TZVPD)
O -2.51974 -2.04512 -1.24364
O 0.72941 1.87066 0.34091
O -1.79883 0.24629 1.23675
O 1.21503 0.36899 -1.53792
O 2.14341 -0.15708 0.61514
S -0.79371 -0.74747 0.64565
S 1.02443 0.46373 -0.05690
```

Calculated values
Kohn-Sham gap (spin up / spin down)	6.56 / 5.80	eV
total charge	-2

Löwdin atomic charge list, values in e, 5 entries: -0.89, -0.47, -0.67, -0.46, -0.46

***

Table of relative energy (zero: lowest compared OMol25 entry of this formula, charge and spin) (eV), in record order: 0.485, 4.167